[1]
Molecular formula: C6H15N
Method: DFT, the ωB97M-V functional and the def2-TZVPD basis

Computed properties:
* E_LUMO: 0.0354 Ha
* electronic energy: -7950.5007 eV
* ΔE to the lowest compared entry with this formula, charge and spin: 5.2659 eV
* total charge: 0
* max |F|: 6.272 eV/A
* frontier orbital gap: 8.8 eV
* spin multiplicity: 1

Each line ends with the Löwdin charge.
Atoms and positions in Å:
C -0.46072 1.55578 -1.15990  -0.2056
C -0.47206 2.52925 -0.02430  -0.0702
C 0.38916 0.44505 -1.30267  -0.3232
N 0.88384 -0.22677 -0.29659  0.0253
C 0.66978 -0.58258 2.09997  -0.0664
C -0.10266 -0.57867 0.76053  -0.4583
C -0.53673 -2.02378 0.48576  -0.0818
H 1.04186 0.37163 -2.17430  0.1252
H -0.81152 1.95712 -2.09938  0.1051
H 0.39356 2.26376 0.59360  0.0836
H -1.36700 2.43844 0.59190  0.0783
H -0.35117 3.55166 -0.37621  0.0804
H -0.44246 -4.48835 -3.65649  -0.0013
H 0.03829 -4.94365 -3.98703  0.0019
H -0.93173 0.35362 -1.30060  0.1915
H 0.28458 -0.01721 2.94398  0.0639
H 1.68292 -0.26457 1.86238  0.0654
H 0.78751 -1.60365 2.47280  0.0628
H -0.97614 0.06642 0.68406  0.1032
H -1.02645 -2.05844 -0.48632  0.0638
H -1.41392 -2.21398 1.12328  0.0800
H 0.14868 -2.84251 0.67600  0.0769

=====

[2]
Molecular formula: H4S2Si
Method: DFT, the ωB97M-V functional and the def2-TZVPD basis

Computed properties:
* E_LUMO (spin up / spin down): -0.1134 / -0.1134 Ha
* electronic energy: -29610.3576 eV
* ΔE to the lowest compared entry with this formula, charge and spin: 3.3995 eV
* total charge: 0
* max |F|: 2.834 eV/A
* frontier orbital gap (spin up / spin down): 6.6 / 6.6 eV
* spin multiplicity: 1

Each line ends with the Löwdin charge.
Atoms and positions in Å:
Si -1.20374 0.40626 0.04085  0.1591
S 2.63514 -0.82285 0.42113  0.3061
S 0.65804 1.36890 0.15725  0.1347
H -1.07989 -0.71622 0.93835  -0.1210
H -2.12224 1.41658 0.55522  -0.1030
H -1.27246 -0.21908 -1.38340  -0.0780
H 2.38515 -1.43360 -0.72941  -0.2979

=====

[3]
Molecular formula: C24H51IO2Sb
Method: DFT, the ωB97M-V functional and the def2-TZVPD basis

Computed properties:
* E_LUMO: 0.0989 Ha
* electronic energy: -44443.0468 eV
* ΔE to the lowest compared entry with this formula, charge and spin: 4.5236 eV
* total charge: -1
* max |F|: 2.882 eV/A
* frontier orbital gap: 6.9 eV
* spin multiplicity: 1

Each line ends with the Löwdin charge.
Atoms and positions in Å:
C -1.13482 2.29820 0.84721  -0.0870
C -0.01100 2.07031 0.01397  -0.3587
C 0.57202 0.60333 -0.24739  -0.3434
Sb 2.75968 0.43760 0.15475  1.1143
I 2.41159 2.65272 1.91032  0.3959
C 2.94493 -1.27951 -1.26506  -0.3456
C 3.71013 -2.55114 -0.72490  -0.3273
C 3.32561 -3.78874 -1.70586  -0.1513
C 3.06992 1.94441 -1.44626  -0.3493
C 2.35448 1.68398 -2.83416  -0.3226
O 1.02930 2.28886 -2.96464  -0.1379
C 4.97602 0.44517 0.46266  -0.3425
C 5.46316 1.00004 1.87802  -0.3079
C 6.03430 2.49418 1.85889  -0.3108
O 5.83241 3.20820 0.63364  -0.1539
C 2.53665 -0.83730 1.92974  -0.3879
C 1.23296 -1.70266 2.10534  -0.2779
C 0.75940 -2.63320 0.92426  -0.2240
C -0.68312 -3.26492 1.32304  -0.2079
C -1.89262 -2.25631 1.10622  -0.2026
C -2.05859 -1.70963 -0.38089  -0.1956
C -3.45080 -2.13501 -1.07528  -0.2215
C -4.02921 -1.00394 -2.02869  -0.2103
C -4.54756 0.31303 -1.28432  -0.2075
C -4.94479 0.11823 0.24772  -0.1991
C -6.21227 1.07943 0.56542  -0.2393
C -6.03243 2.56390 0.02102  -0.2606
C -6.98478 3.50473 0.93013  -0.1366
H -1.86148 1.46616 1.07042  0.0218
H -1.25584 3.31880 1.33695  0.0489
H 0.42270 2.98089 -0.50125  0.0642
H 0.42465 0.29416 -1.34298  0.0503
H -0.09477 -0.07205 0.35892  0.0189
H 1.93282 -1.53764 -1.73793  0.0468
H 3.56616 -0.85991 -2.13562  0.0622
H 3.45216 -2.90605 0.30977  0.0675
H 4.83227 -2.40416 -0.88921  0.0964
H 3.87237 -3.74791 -2.69346  0.0636
H 3.53457 -4.78961 -1.18476  0.0632
H 2.18809 -3.77218 -1.83981  0.0610
H 2.67420 2.95037 -1.06340  0.0264
H 4.17304 2.13998 -1.67024  0.0591
H 2.25802 0.60756 -3.16196  0.0902
H 2.99384 2.19702 -3.64034  0.1075
H 0.43656 1.55268 -3.21574  0.0728
H 5.34442 -0.64247 0.42972  0.0408
H 5.53402 0.94008 -0.40567  0.0570
H 4.71889 0.81351 2.72509  0.0566
H 6.36820 0.35160 2.17400  0.0915
H 5.45580 3.06367 2.67030  0.0768
H 7.12922 2.56739 2.16455  0.1096
H 4.95249 3.62430 0.59226  0.0304
H 2.61217 -0.16465 2.85562  0.0164
H 3.45589 -1.51937 2.02332  0.0614
H 0.35102 -1.02191 2.37749  0.1043
H 1.36813 -2.37193 3.02817  0.1105
H 0.59290 -2.13564 -0.07517  0.0667
H 1.41695 -3.54495 0.72517  0.1040
H -0.81168 -4.21127 0.68708  0.1079
H -0.57270 -3.62171 2.39490  0.1013
H -2.85011 -2.83470 1.34737  0.0993
H -1.81942 -1.44470 1.89630  0.1028
H -1.24537 -2.03107 -1.10000  0.1075
H -1.99080 -0.56802 -0.31484  0.0864
H -3.18600 -3.02100 -1.75455  0.1069
H -4.18883 -2.54229 -0.31990  0.0851
H -3.17956 -0.67165 -2.72168  0.1102
H -4.81675 -1.45262 -2.71461  0.1000
H -5.50363 0.63311 -1.83026  0.1001
H -3.80886 1.16330 -1.41846  0.1102
H -5.28185 -0.92428 0.52164  0.1006
H -4.08485 0.50081 0.88897  0.1011
H -6.35761 1.07148 1.69029  0.1015
H -7.11156 0.53792 0.10935  0.1138
H -6.49263 2.58195 -1.02683  0.1017
H -4.96384 2.92533 -0.01650  0.1086
H -7.95770 2.91706 1.06089  0.0723
H -6.48908 3.56766 1.94581  0.0710
H -7.16716 4.50300 0.43596  0.0638